Record 1
Density functional theory data (ωB97M-V/def2-TZVPD) for 2 unconnected molecules or ions with the total composition C48H45FN3O in a non-equilibrium geometry.

Each line ends with the Mulliken charge.
Geometry (Å):
C  -0.567  6.767  -0.928  -1.601
C  -0.700  5.371  -0.392  0.688
C  0.407  4.707  0.128  -0.951
C  0.324  3.382  0.570  1.512
C  1.567  2.724  1.092  -1.436
C  -0.904  2.718  0.460  -0.639
N  -0.964  1.321  0.751  1.388
C  -0.840  0.762  2.019  0.613
C  -0.501  1.526  3.221  0.046
C  0.352  0.902  4.159  -0.712
C  0.913  1.648  5.194  -0.777
C  0.543  2.987  5.375  -0.520
C  -0.404  3.579  4.528  -0.667
C  -0.965  2.845  3.486  0.149
N  -1.100  -0.530  1.971  -1.080
N  -1.471  -0.823  0.654  1.823
C  -2.081  -2.111  0.408  -0.028
C  -3.066  -2.511  1.329  1.284
C  -3.543  -1.649  2.455  -1.153
C  -3.698  -3.748  1.165  -1.130
C  -3.389  -4.591  0.098  0.548
C  -4.117  -5.890  -0.079  -1.551
C  -2.414  -4.198  -0.803  -1.324
C  -1.758  -2.964  -0.679  0.945
C  -0.777  -2.756  -1.766  -1.110
C  -1.320  0.290  -0.095  -1.015
C  -1.521  0.309  -1.522  0.556
O  -1.922  -0.733  -2.075  -0.770
C  -1.217  1.522  -2.329  1.144
C  -2.295  2.035  -3.197  -2.097
C  0.133  1.933  -2.406  0.533
C  1.160  1.138  -1.824  0.405
C  2.489  1.548  -1.871  -0.407
C  2.830  2.753  -2.493  -0.765
C  1.837  3.549  -3.080  -0.743
C  0.510  3.142  -3.071  -0.947
C  -2.052  3.388  0.036  0.588
C  -3.394  2.725  0.006  -1.672
C  -1.926  4.706  -0.422  -0.864
H  -1.532  7.127  -1.301  0.411
H  -0.213  7.459  -0.151  0.344
H  0.157  6.805  -1.755  0.317
H  1.382  5.207  0.178  0.413
H  1.555  1.638  0.947  -0.662
H  2.443  3.119  0.557  0.643
H  1.710  2.932  2.165  0.525
H  0.597  -0.155  4.027  0.617
H  1.641  1.179  5.858  0.430
H  0.980  3.571  6.187  0.408
H  -0.706  4.618  4.678  0.435
H  -1.742  3.287  2.859  0.394
H  -4.270  -2.232  3.030  0.492
H  -2.742  -1.350  3.138  0.176
H  -4.061  -0.749  2.095  0.223
H  -4.475  -4.040  1.872  0.374
H  -3.874  -6.336  -1.050  0.350
H  -3.843  -6.605  0.708  0.318
H  -5.202  -5.733  -0.029  0.359
H  -2.188  -4.847  -1.656  0.336
H  -0.128  -3.630  -1.785  0.054
H  -1.238  -2.780  -2.767  0.686
H  -0.112  -1.895  -1.654  -0.089
H  -1.912  2.233  -4.208  0.596
H  -3.066  1.253  -3.229  0.343
H  -2.751  2.982  -2.854  0.250
H  0.890  0.155  -1.420  -0.009
H  3.250  0.906  -1.432  0.432
H  3.875  3.066  -2.532  0.386
H  2.102  4.490  -3.568  0.431
H  -0.267  3.734  -3.563  0.400
H  -4.161  3.507  -0.074  0.612
H  -3.510  2.069  -0.868  0.235
H  -3.593  2.151  0.919  0.210
H  -2.818  5.215  -0.809  0.326
F  4.969  -0.156  3.046  -0.326
C  4.167  -0.879  2.197  -0.110
C  2.864  -0.429  1.973  -0.426
C  2.070  -1.156  1.109  0.760
C  2.566  -2.311  0.447  -0.700
C  1.708  -3.042  -0.444  0.272
C  2.250  -3.881  -1.490  0.256
C  1.626  -5.089  -1.926  -0.336
C  2.194  -5.875  -2.928  -0.718
C  3.466  -5.587  -3.428  -0.455
C  4.141  -4.442  -2.972  -0.824
C  3.505  -3.555  -2.099  -0.448
C  3.877  -2.764  0.776  -0.412
C  4.685  -2.041  1.636  -1.014
H  2.504  0.458  2.488  0.817
H  1.030  -0.870  0.941  0.287
H  0.731  -3.261  -0.010  0.895
H  0.692  -5.413  -1.449  0.472
H  1.623  -6.711  -3.334  0.413
H  3.918  -6.209  -4.203  0.412
H  5.148  -4.215  -3.321  0.414
H  3.988  -2.612  -1.834  0.659
H  4.249  -3.704  0.367  0.606
H  5.694  -2.383  1.874  0.476

Forces on the atoms, in the same order (eV/Å):
C 0.0 0.2 -0.1
C 0.1 -0.1 0.0
C -0.1 -0.3 0.3
C 0.0 0.2 -0.5
C 0.4 0.0 0.1
C 0.5 0.8 -0.4
N -0.6 -1.2 0.6
C -1.0 -1.0 -1.1
C 0.2 0.3 1.3
C 0.0 0.5 -0.5
C -0.3 0.1 0.1
C 0.0 -0.1 -0.2
C 0.0 -0.3 0.2
C 0.4 -0.7 -0.5
N 0.1 0.8 -0.1
N 0.9 0.9 1.0
C -0.1 -0.9 -0.5
C -0.1 -0.4 -0.2
C -0.4 0.0 0.7
C 0.3 0.2 -0.3
C -0.1 0.0 0.2
C -0.1 -0.2 0.0
C -0.3 0.4 0.6
C -0.4 -0.2 0.5
C 1.1 -0.6 -0.7
C 0.4 0.3 0.1
C 0.7 1.8 -2.5
O -1.7 0.7 0.3
C -0.3 -1.5 2.0
C -0.1 -0.3 -0.8
C 0.3 0.7 0.4
C 0.0 0.1 -0.4
C -0.3 0.3 -0.1
C 0.3 -0.2 0.3
C -0.4 -0.1 -0.2
C 0.2 -0.4 0.2
C 0.0 0.2 -0.4
C -0.4 0.2 -0.1
C 0.0 -0.3 0.3
H 0.2 0.0 0.1
H -0.1 -0.2 -0.2
H -0.2 0.0 0.2
H -0.4 -0.1 0.0
H 0.0 0.3 0.0
H -0.3 -0.2 0.2
H -0.1 0.0 -0.2
H 0.0 0.4 0.0
H -0.3 0.2 -0.1
H -0.1 -0.2 -0.3
H 0.0 -0.4 0.0
H 0.4 -0.1 0.1
H 0.0 0.2 -0.1
H -0.4 -0.1 -0.2
H 0.2 -0.1 0.0
H 0.2 0.1 -0.2
H -0.1 0.0 0.2
H -0.1 0.1 -0.2
H 0.2 -0.1 0.0
H 0.0 0.3 0.2
H -0.3 0.1 -0.1
H 0.0 0.6 0.5
H -0.2 0.0 -0.2
H -0.3 -0.1 0.0
H 0.0 0.4 -0.3
H 0.2 -0.2 0.1
H 0.2 0.4 -0.2
H 0.0 0.2 -0.1
H -0.3 -0.1 0.0
H 0.0 -0.3 0.1
H 0.3 -0.1 0.3
H 0.1 -0.3 0.1
H 0.1 0.0 0.3
H 0.0 0.0 -0.2
H 0.4 -0.2 0.2
F -1.1 -1.0 -1.1
C 0.8 0.7 0.8
C 0.2 -0.1 0.0
C -0.2 -0.3 0.2
C 0.1 0.4 -0.1
C 1.8 -2.1 1.0
C 0.3 0.3 0.0
C -0.2 0.0 -0.1
C -0.4 0.1 0.4
C 0.0 0.7 0.2
C -0.4 0.3 0.2
C 0.2 -0.4 0.3
C 0.1 0.3 -0.5
C 0.0 -0.2 0.0
H 0.1 -0.2 -0.1
H 0.4 0.0 0.0
H -0.2 0.5 -0.7
H 0.4 0.2 -0.3
H 0.3 0.1 0.3
H -0.1 0.1 0.3
H -0.3 0.0 -0.1
H -0.2 -0.3 -0.2
H -0.2 0.3 0.1
H -0.4 0.2 0.0

Summary:
LUMO energy: -5.67 eV
Kohn-Sham gap: 0.077 Eh
HOMO level: -7.77 eV
total charge: +1


Record 2
Density functional theory data (ωB97M-V/def2-TZVPD) for a molecular structure, C48H46BIN7P2S3Se2V in a non-equilibrium geometry.

Each line ends with the Mulliken charge.
Geometry (Å):
V  1.790  -0.220  -1.337  -0.399
C  0.007  5.204  -0.339  0.369
C  0.841  5.262  0.956  -0.925
S  1.676  3.720  1.450  0.197
C  3.310  3.741  0.676  -0.682
C  3.554  3.321  -0.788  -1.315
S  2.231  2.381  -1.620  0.965
C  1.804  3.412  -3.120  -0.535
C  0.657  4.377  -2.939  -0.527
S  0.964  5.707  -1.799  -0.202
H  -0.882  5.789  -0.207  0.540
H  -0.344  4.178  -0.470  -0.558
H  0.165  5.532  1.793  0.388
H  1.585  6.075  0.861  0.420
H  3.878  3.028  1.286  0.131
H  3.754  4.738  0.833  0.625
H  4.474  2.743  -0.844  0.529
H  3.723  4.234  -1.375  0.493
H  1.580  2.688  -3.880  -0.256
H  2.759  3.890  -3.382  0.726
H  -0.265  3.820  -2.771  -0.007
H  0.465  4.836  -3.904  0.555
B  -0.044  -0.310  -4.727  -0.085
N  1.360  0.039  -5.354  0.955
C  2.341  -0.887  -5.529  -0.629
C  3.393  -0.253  -6.176  -0.643
C  2.898  1.033  -6.439  -0.227
N  1.667  1.188  -5.964  -1.017
N  -0.565  0.677  -3.625  -0.385
C  -1.942  0.604  -3.482  -0.905
C  -2.819  0.714  -2.417  -0.123
C  -0.395  1.215  -1.381  -0.258
N  0.121  0.586  -2.393  0.335
H  -0.903  -0.314  -5.625  -0.238
H  0.080  -1.409  -4.276  -0.185
H  2.149  -1.900  -5.203  0.490
H  4.319  -0.695  -6.600  0.408
H  3.394  1.865  -6.966  0.398
H  -2.416  0.609  -4.448  0.584
H  -3.887  0.938  -2.643  0.455
H  0.505  1.448  0.301  -0.717
Se  -5.014  1.649  1.261  -0.381
P  -3.863  -0.050  0.724  0.609
C  -4.821  -1.029  -0.463  0.030
C  -6.221  -1.096  -0.348  -0.736
C  -6.951  -1.847  -1.234  -0.661
C  -6.277  -2.485  -2.274  -0.497
C  -4.886  -2.524  -2.363  -1.323
C  -4.171  -1.760  -1.454  0.553
C  -3.826  -1.202  2.137  0.971
C  -3.938  -0.674  3.426  -0.281
C  -4.065  -1.589  4.478  -0.982
C  -4.051  -2.958  4.253  -0.603
C  -4.055  -3.461  2.967  -0.784
C  -3.880  -2.572  1.931  -0.282
C  -2.174  0.273  -0.008  0.864
C  -0.985  0.019  0.536  -0.203
N  0.123  0.643  -0.217  1.525
N  -1.277  2.167  -1.305  -0.819
N  -2.359  1.186  -1.093  0.513
P  -0.163  -0.928  1.883  -0.657
Se  1.423  -2.595  -1.182  -0.723
C  -0.657  -0.309  3.534  0.951
C  -0.799  -1.177  4.603  -0.736
C  -0.882  -0.690  5.909  -1.156
C  -0.846  0.682  6.079  -0.511
C  -0.694  1.549  5.026  -0.943
C  -0.637  1.078  3.726  -0.603
C  -0.693  -2.672  1.737  1.418
C  -0.241  -3.543  2.722  -1.105
C  -0.514  -4.912  2.622  -0.960
C  -1.147  -5.425  1.510  -0.953
C  -1.527  -4.546  0.510  -0.541
C  -1.304  -3.195  0.615  -0.247
H  -6.695  -0.583  0.489  0.343
H  -8.059  -1.909  -1.163  0.348
H  -6.823  -3.033  -3.058  0.347
H  -4.398  -3.063  -3.156  0.533
H  -3.099  -1.750  -1.605  0.520
H  -3.905  0.402  3.618  0.268
H  -4.037  -1.269  5.492  0.409
H  -4.125  -3.611  5.097  0.440
H  -4.067  -4.542  2.755  0.362
H  -3.870  -2.955  0.939  0.423
H  -0.886  -2.220  4.470  0.694
H  -1.009  -1.310  6.768  0.488
H  -0.873  1.112  7.072  0.351
H  -0.612  2.586  5.256  0.520
H  -0.447  1.774  2.910  0.421
H  0.403  -3.223  3.513  0.832
H  -0.140  -5.556  3.388  0.441
H  -1.337  -6.487  1.429  0.412
H  -1.937  -4.936  -0.428  0.408
H  -1.620  -2.523  -0.181  0.514
I  4.558  -0.727  -3.122  0.208
C  5.547  -0.699  -1.278  0.286
C  6.856  -1.111  -1.267  -0.628
C  7.555  -1.215  -0.064  -0.684
C  6.975  -0.809  1.102  -0.822
C  5.652  -0.367  1.110  1.222
C  5.097  0.045  2.337  -1.015
C  3.806  0.493  2.383  -1.607
C  3.016  0.495  1.205  0.459
C  3.468  0.037  -0.024  0.206
C  4.871  -0.348  -0.069  0.156
H  7.335  -1.425  -2.187  0.368
H  8.569  -1.589  -0.066  0.356
H  7.525  -0.866  2.038  0.355
H  5.715  0.012  3.244  0.259
H  3.407  0.784  3.340  0.556
H  1.978  0.769  1.329  0.760

Forces on the atoms, in the same order (eV/Å):
V 0.8 -1.9 -0.5
C 0.6 -0.9 0.5
C 0.0 0.6 -0.2
S -0.1 0.1 -0.1
C 0.5 -0.1 0.2
C -0.3 0.6 -0.5
S 0.2 1.0 -0.2
C 1.0 -0.3 1.0
C -0.1 -0.5 -0.9
S -0.3 0.2 0.6
H -0.4 0.6 -0.2
H 0.1 0.1 -0.2
H 0.4 -0.3 -0.3
H -0.2 -0.4 0.3
H -0.2 0.2 0.1
H -0.2 -0.3 0.0
H -0.1 -0.2 0.1
H -0.2 -0.3 0.0
H -0.1 -0.4 -0.5
H -0.4 0.0 0.0
H 0.0 0.2 0.6
H 0.2 0.2 -0.3
B 0.3 -0.1 -1.8
N -0.6 -0.7 0.2
C -0.2 0.6 0.2
C 0.5 -0.8 -1.0
C 0.2 0.6 -0.3
N 0.3 0.5 0.4
N -1.1 -1.3 2.0
C 0.7 1.5 -0.3
C 0.4 1.9 0.8
C 2.8 -1.3 -0.9
N -1.6 0.3 -1.8
H 0.4 0.2 0.4
H 0.0 -0.1 0.3
H 0.3 0.1 0.1
H -0.8 0.4 0.7
H -0.3 -0.6 0.4
H -0.1 -0.4 -0.2
H 0.9 -0.7 0.3
H 0.0 -0.2 0.5
Se 0.6 0.2 -0.2
P -0.5 -0.3 0.5
C 0.2 -0.2 -0.6
C 0.7 0.3 0.9
C -0.7 -0.1 -0.7
C -0.1 -1.1 -0.9
C -1.1 0.7 0.4
C 0.2 -0.3 -0.2
C 0.2 0.7 0.2
C 0.1 -0.7 0.4
C 0.7 0.2 -0.7
C -0.7 0.2 -0.1
C 0.7 -0.6 0.0
C -0.6 0.1 -0.1
C -1.9 -0.1 0.5
C 0.9 0.4 -0.1
N 0.4 0.3 1.4
N -3.1 0.8 -0.3
N 0.0 -0.3 -1.4
P 0.4 -0.6 0.0
Se 0.2 1.3 -0.2
C -0.5 0.1 -0.9
C -0.2 0.7 1.1
C -0.1 0.9 -1.0
C 0.2 -0.1 1.0
C -0.2 -0.1 -0.5
C 0.5 -0.2 0.3
C 0.2 0.6 0.6
C -0.2 -1.0 -0.6
C 0.4 0.7 0.0
C -0.2 0.2 0.1
C -0.2 -0.7 -1.0
C -0.3 0.5 -0.3
H 0.1 0.0 -0.3
H 1.0 0.1 0.0
H 0.0 0.3 0.6
H 0.1 -0.1 -0.1
H 0.1 0.2 0.4
H -0.1 -0.4 -0.2
H -0.2 0.5 0.6
H 0.0 -0.4 0.4
H -0.1 0.6 0.2
H 0.1 -0.2 -0.6
H -0.1 -0.7 -0.3
H 0.0 -0.6 0.3
H -0.1 -0.1 0.1
H 0.0 0.7 -0.1
H -0.2 -0.2 0.0
H 0.2 0.2 0.3
H 0.1 -0.4 0.4
H 0.0 0.0 -0.1
H 0.0 0.1 0.4
H 0.2 -0.3 0.1
I -0.2 0.3 0.3
C 0.0 -0.3 0.4
C -0.3 -0.2 -0.5
C 0.4 0.2 0.4
C 0.8 -0.5 -0.2
C -0.1 0.1 0.3
C -0.5 0.4 0.6
C 0.5 -0.2 -0.1
C 0.5 -0.4 0.0
C 0.2 0.0 0.6
C -0.8 0.4 -0.7
H 0.0 0.1 0.0
H 0.1 0.0 0.0
H -0.1 0.1 -0.1
H -0.2 0.0 -0.4
H -0.3 0.2 0.1
H 0.1 0.1 0.1

Summary:
LUMO energy (spin up / spin down): 2.07 / 0.04 eV
multiplicity: 4
Kohn-Sham gap (spin up / spin down): 0.213 / 0.163 Eh
⟨S²⟩: 4.156
HOMO level (spin up / spin down): -3.73 / -4.40 eV
total charge: -1